--- P ---
C19H20N2O5S | ωB97M-V with the def2-TZVPD basis set

Geometry as XYZ:
```
47
C19H20N2O5S, DFT ωB97M-V with the def2-TZVPD basis set
O -1.1153 -3.7753 -0.3205
C -0.6052 -2.6924 -0.5317
N -1.2304 -1.7010 -1.2040
C -2.6261 -1.7842 -1.5851
C -3.4671 -0.8479 -0.7549
C -3.5806 -1.0698 0.6100
C -4.3139 -0.2222 1.4348
C -4.9273 0.8524 0.8375
C -4.8160 1.0836 -0.5344
C -4.0886 0.2528 -1.3503
O -5.5173 2.2128 -0.8641
C -6.0765 2.6860 0.3431
O -5.7033 1.8296 1.4005
C 0.7958 -2.3807 -0.1028
C 1.6871 -3.4444 0.0255
C 2.9897 -3.2338 0.4413
C 3.4188 -1.9498 0.7414
C 2.5274 -0.9013 0.6284
S 3.0581 0.7765 0.9561
O 1.9133 1.5588 1.3232
O 4.1870 0.7439 1.8446
N 3.5115 1.2147 -0.6039
C 4.9164 0.9769 -0.9199
C 5.4619 2.2918 -1.4977
C 4.4729 3.3375 -0.9845
C 3.1588 2.5617 -1.0268
C 1.2261 -1.0963 0.2134
H -0.7786 -0.8071 -1.3091
H -2.7261 -1.5495 -2.6486
H -2.9238 -2.8226 -1.4144
H -3.0875 -1.9275 1.0412
H -4.4019 -0.3974 2.4934
H -4.0117 0.4432 -2.4082
H -5.7083 3.7046 0.5453
H -7.1748 2.7084 0.2564
H 1.3293 -4.4377 -0.2006
H 3.6685 -4.0673 0.5369
H 4.4217 -1.7498 1.0833
H 4.9935 0.1492 -1.6307
H 5.4350 0.7029 0.0016
H 6.4831 2.4822 -1.1757
H 5.4380 2.2612 -2.5877
H 4.7063 3.6054 0.0465
H 4.4505 4.2378 -1.5945
H 2.7676 2.5127 -2.0492
H 2.3898 2.9504 -0.3623
H 0.5744 -0.2361 0.1931
```

* E_HOMO: -8.14 eV
* 2S+1: 1
* SMILES string: O=C(NCc1ccc2c(c1)OCO2)c1cccc(S(=O)(=O)N2CCCC2)c1
* lowest unoccupied orbital energy: 0.50 eV

--- Q ---
C19H20N2O5S | ωB97M-V with the def2-TZVPD basis set

Geometry as XYZ:
```
47
C19H20N2O5S, DFT ωB97M-V with the def2-TZVPD basis set
C -5.6298 -1.3796 -1.7474
N -5.7626 -0.0317 -1.2350
S -5.3717 0.1315 0.3919
O -5.9036 1.3938 0.8113
O -5.7268 -1.0485 1.1265
C -3.5910 0.2457 0.2714
C -3.0253 1.4750 -0.0103
C -1.6494 1.5739 -0.1442
C -0.8571 0.4475 0.0014
C -1.4367 -0.7860 0.2882
C -0.6151 -2.0174 0.4407
O -1.0381 -3.1376 0.3316
O 0.6586 -1.7129 0.7282
C 1.5993 -2.7797 0.8286
C 2.8898 -2.4115 0.0854
O 3.3179 -3.1316 -0.7943
N 3.5213 -1.2894 0.4782
C 4.6341 -0.7924 -0.3060
C 4.1379 0.3373 -1.2071
C 3.2938 1.3228 -0.4443
C 2.9943 2.5593 -1.0057
C 2.1978 3.4701 -0.3383
C 1.6862 3.1534 0.9097
C 1.9745 1.9261 1.4758
C 2.7727 1.0057 0.8074
C 3.0738 -0.3261 1.4537
C -2.8204 -0.8862 0.4212
H -6.1876 -2.1029 -1.1455
H -5.9773 -1.4109 -2.7777
H -4.5733 -1.6443 -1.7206
H -6.6760 0.3682 -1.3950
H -3.6748 2.3300 -0.1085
H -1.1888 2.5251 -0.3628
H 0.2134 0.5212 -0.1090
H 1.1837 -3.6808 0.3669
H 1.8054 -2.9828 1.8857
H 5.4059 -0.4279 0.3783
H 5.0326 -1.6169 -0.8981
H 3.5319 -0.0936 -2.0104
H 4.9843 0.8473 -1.6705
H 3.3956 2.8040 -1.9786
H 1.9773 4.4260 -0.7893
H 1.0631 3.8584 1.4388
H 1.5728 1.6708 2.4457
H 3.8782 -0.1886 2.1926
H 2.1917 -0.6814 1.9816
H -3.2824 -1.8323 0.6576
```

* E_HOMO: -9.47 eV
* 2S+1: 1
* SMILES string: CNS(=O)(=O)c1cccc(C(=O)OCC(=O)N2CCc3ccccc3C2)c1
* lowest unoccupied orbital energy: 0.08 eV

It is P that is the least stable of them.

--- P ---
C4H5FO2S | ωB97M-V with the def2-TZVPD basis set

Geometry as XYZ:
```
13
C4H5FO2S, DFT ωB97M-V with the def2-TZVPD basis set
C -0.8407 0.8179 0.4133
C 0.3341 1.3895 0.3885
C -1.2823 -0.5280 0.0065
C -0.1293 -1.2791 -0.5100
O 2.3175 0.5514 -1.3385
O 2.4210 0.0502 1.1343
F 0.2180 -2.5340 -0.0018
S 1.6587 0.2981 -0.0805
H -1.7124 1.3444 0.7530
H 0.6431 2.5035 0.6187
H -1.5446 -1.0103 0.9813
H -2.0277 -0.3632 -0.7646
H -0.0555 -1.2405 -1.6002
```

* E_HOMO: -9.26 eV
* 2S+1: 1
* lowest unoccupied orbital energy: 0.12 eV

--- Q ---
C4H5FO2S | ωB97M-V with the def2-TZVPD basis set

Geometry as XYZ:
```
13
C4H5FO2S, DFT ωB97M-V with the def2-TZVPD basis set
C -0.0333 0.5848 1.1173
C -1.3826 0.4772 0.8510
C 0.5499 -0.2309 0.0223
C -0.6040 -0.4223 -1.0159
O -1.8674 3.0121 0.2298
O -1.8806 -0.0164 -0.3408
F -1.5712 2.3866 2.8077
S -2.4985 2.3042 1.3159
H 0.8124 0.9807 1.6049
H 1.2550 0.3153 -0.5140
H 1.0490 -1.1620 0.3207
H -0.6190 -0.0544 -2.0496
H -0.5624 -1.4788 -1.1462
```

* E_HOMO (alpha / beta): -8.91 / -8.91 eV
* 2S+1: 1
* lowest unoccupied orbital energy (alpha / beta): -0.20 / -0.20 eV

It is Q that is the least stable of them.

--- P ---
C35H35Br2N6O4S3Ti | ωB97M-V with the def2-TZVPD basis set

Geometry as XYZ:
```
86
C35H35Br2N6O4S3Ti, DFT ωB97M-V with the def2-TZVPD basis set
Ti -0.9466 -0.3532 -0.2994
C -0.7309 2.5895 2.3554
C -1.1623 1.1726 2.2577
N -0.2869 0.2512 1.9489
N -0.5421 -0.9547 2.6147
C -0.2272 -2.0588 2.0614
S 0.2002 -2.2859 0.3799
S -0.2186 -3.5454 2.9929
C -0.2022 -2.9641 4.7222
C 1.0590 -2.2814 5.1727
C 2.2512 -2.9944 5.2648
C 3.4134 -2.3728 5.6910
C 3.3971 -1.0257 6.0312
C 2.2127 -0.3089 5.9436
C 1.0502 -0.9347 5.5143
C -2.5506 0.8043 2.5701
C -3.3232 1.3910 3.5634
C -4.6535 1.0308 3.7212
C -5.2232 0.1023 2.8626
C -4.4797 -0.4710 1.8381
C -3.1533 -0.1144 1.6932
O -2.3933 -0.6265 0.6906
H -0.7236 2.8223 3.4274
H -1.4210 3.2749 1.8688
H 0.2739 2.7084 1.9622
H -0.3499 -3.8916 5.2781
H -1.0730 -2.3297 4.8701
H 2.2677 -4.0448 4.9970
H 4.3320 -2.9401 5.7648
H 4.3038 -0.5397 6.3676
H 2.1926 0.7395 6.2130
H 0.1252 -0.3764 5.4404
H -2.8759 2.1170 4.2305
H -5.2459 1.4783 4.5069
H -6.2609 -0.1782 2.9848
H -4.9197 -1.1885 1.1588
Br 3.9612 -0.6392 1.8327
C 3.8850 -0.4493 -0.0419
C 5.0443 -0.6145 -0.7963
C 4.9453 -0.4605 -2.1637
C 3.7104 -0.1620 -2.7251
C 2.6274 -0.0357 -1.8723
N 2.7112 -0.1635 -0.5519
C 1.2654 0.2392 -2.4474
O 1.1243 0.5893 -3.5969
O 0.2396 0.0823 -1.6289
H 5.9804 -0.8577 -0.3155
H 5.8199 -0.5811 -2.7893
H 3.5739 -0.0407 -3.7901
Br -5.6411 -1.4757 -5.2161
C -4.3415 -1.1405 -3.9066
C -3.4202 -0.1220 -4.0820
C -2.4780 0.0839 -3.0932
N -2.4287 -0.6425 -1.9774
C -3.3106 -1.6388 -1.8284
C -4.2852 -1.9224 -2.7630
H -3.4266 0.4963 -4.9674
H -1.7199 0.8457 -3.1962
H -3.2244 -2.2312 -0.9284
H -4.9772 -2.7358 -2.6020
C 1.2618 4.0223 -4.5551
C 1.2406 3.7193 -3.0982
C 2.3221 3.7596 -2.2635
C 2.1396 3.3770 -0.9258
N 0.9686 2.9514 -0.4606
C -0.0824 2.9039 -1.2712
S -1.6248 2.3312 -0.8109
N 0.0654 3.3229 -2.5632
C 3.2602 3.4432 0.0553
H 2.2046 4.4814 -4.8384
H 0.4453 4.6912 -4.8294
H 1.1452 3.0864 -5.1066
H 3.2878 4.0702 -2.6324
H -0.7520 3.2492 -3.1548
H 4.2312 3.4592 -0.4357
H 3.1956 2.6064 0.7460
H 3.1567 4.3604 0.6408
C -0.6433 -2.8000 -5.0644
C -1.0293 -3.5074 -3.7807
O -0.5426 -2.8217 -2.6227
H -1.1380 -3.2597 -5.9214
H 0.4344 -2.8490 -5.2324
H -0.9312 -1.7490 -5.0168
H -2.1132 -3.5388 -3.6689
H -0.6708 -4.5403 -3.7772
H 0.4181 -2.8941 -2.6251
```

* E_HOMO: -10.34 eV
* 2S+1: 1
* lowest unoccupied orbital energy: -3.58 eV
* charge: +1

--- Q ---
C35H35Br2N6O4S3Ti | ωB97M-V with the def2-TZVPD basis set

Geometry as XYZ:
```
86
C35H35Br2N6O4S3Ti, DFT ωB97M-V with the def2-TZVPD basis set
Ti 1.0495 -1.3803 -0.3643
C 3.1991 1.7526 1.0450
C 2.0225 0.9653 1.5178
N 2.1932 -0.2682 1.8510
N 1.3542 -0.7315 2.8557
C 0.7714 -1.8509 2.7434
S 0.6467 -2.9049 1.3473
S -0.0122 -2.5533 4.1862
C -0.5304 -1.0747 5.0810
C -1.7382 -0.3406 4.5563
C -2.5901 -0.8613 3.5943
C -3.7280 -0.1589 3.2106
C -4.0258 1.0658 3.7850
C -3.1732 1.5937 4.7479
C -2.0358 0.8998 5.1203
C 0.7046 1.6190 1.6284
C 0.4631 2.7958 2.3212
C -0.8252 3.3029 2.4152
C -1.8772 2.6232 1.8235
C -1.6575 1.4548 1.1037
C -0.3643 0.9763 0.9777
O -0.1056 -0.1377 0.2493
H 4.0306 1.0972 0.7980
H 3.5141 2.3639 1.8983
H 2.9693 2.4332 0.2272
H 0.3262 -0.4057 5.1500
H -0.7281 -1.4356 6.0936
H -2.3688 -1.8239 3.1498
H -4.3996 -0.5890 2.4767
H -4.9246 1.5980 3.5012
H -3.4001 2.5444 5.2134
H -1.3752 1.3134 5.8741
H 1.2810 3.3071 2.8131
H -1.0073 4.2127 2.9702
H -2.8869 2.9957 1.9328
H -2.4787 0.9078 0.6620
Br -2.6683 -1.9403 -0.0320
C -1.7261 -2.9856 -1.2732
C -2.4582 -3.8920 -2.0322
C -1.7966 -4.6842 -2.9485
C -0.4198 -4.5539 -3.0723
C 0.2160 -3.6295 -2.2769
N -0.4134 -2.8426 -1.3865
C 1.7039 -3.4351 -2.3395
O 2.4512 -4.1012 -2.9950
O 2.0674 -2.4490 -1.5367
H -3.5257 -3.9576 -1.8883
H -2.3452 -5.3936 -3.5523
H 0.1723 -5.1391 -3.7602
Br 4.8651 2.9610 -3.9903
C 3.8552 1.8325 -2.8871
C 2.5296 2.1308 -2.6147
C 1.8234 1.2638 -1.8054
N 2.3643 0.1594 -1.2812
C 3.6489 -0.1178 -1.5428
C 4.4314 0.6976 -2.3346
H 2.0489 3.0065 -3.0241
H 0.7906 1.4598 -1.5529
H 4.0443 -1.0158 -1.0846
H 5.4639 0.4428 -2.5216
C -3.8489 2.7333 -1.5084
C -3.0191 2.3523 -2.6839
C -3.0390 2.9852 -3.8936
C -2.1998 2.4897 -4.9117
N -1.3956 1.4594 -4.7417
C -1.3567 0.8331 -3.5576
S -0.3975 -0.5168 -3.2775
N -2.1773 1.2973 -2.5480
C -2.1869 3.1284 -6.2629
H -4.5697 3.4979 -1.7867
H -3.2135 3.1209 -0.7137
H -4.3882 1.8670 -1.1220
H -3.6878 3.8300 -4.0629
H -2.1438 0.7695 -1.6817
H -2.9204 3.9262 -6.3458
H -2.3807 2.3708 -7.0211
H -1.1929 3.5310 -6.4598
C 4.1298 -3.7741 2.6690
C 4.6133 -2.6240 1.8104
O 3.8551 -2.4815 0.6095
H 4.7394 -3.8510 3.5698
H 4.2091 -4.7241 2.1356
H 3.0908 -3.6334 2.9657
H 5.6753 -2.7404 1.5698
H 4.4923 -1.6749 2.3329
H 3.8971 -3.2949 0.0923
```

* E_HOMO: -10.76 eV
* 2S+1: 1
* lowest unoccupied orbital energy: -3.79 eV
* charge: +1

It is P that is the least stable of them.

--- P ---
C9H9NO | ωB97M-V with the def2-TZVPD basis set

Geometry as XYZ:
```
20
C9H9NO, DFT ωB97M-V with the def2-TZVPD basis set
O -5.6872 0.1019 -0.3270
C -4.3998 0.1711 -0.3962
N -3.2830 0.0811 -0.0647
C -1.8307 -0.3095 -0.3412
C -1.0182 -0.3466 0.9625
C 0.5233 -0.2389 0.3065
C 0.9625 1.1160 0.3114
C 2.2242 1.4306 -0.1542
C 3.0533 0.2753 -0.5761
C 2.6986 -1.0335 -0.4396
C 1.4921 -1.2485 0.1546
H -1.8643 -1.1038 -1.0489
H -1.5329 0.6754 -0.5544
H -1.2298 0.6182 1.4481
H -1.0993 -1.2518 1.8235
H 0.2357 1.8535 0.6082
H 2.4383 2.5893 -0.0294
H 4.1226 0.9746 -0.9203
H 3.0412 -2.0929 -0.8809
H 1.1535 -2.2615 0.1180
```

* E_HOMO: -9.55 eV
* 2S+1: 1
* SMILES string: O=C=NCCc1ccccc1
* lowest unoccupied orbital energy: 0.50 eV

--- Q ---
C9H9NO | ωB97M-V with the def2-TZVPD basis set

Geometry as XYZ:
```
20
C9H9NO, DFT ωB97M-V with the def2-TZVPD basis set
C -3.0971 0.6790 -0.2407
C -2.5166 -0.2468 -1.0918
C -2.3425 1.3280 0.7217
C -1.1614 -0.5346 -0.9800
C -0.9824 1.0560 0.8467
C -0.4687 0.1307 -0.0092
C 2.5911 0.8216 -0.3822
C 1.8813 -0.3208 0.0511
C 2.1290 -1.7789 0.1017
N 2.3729 0.6937 0.9802
O 3.0727 1.5507 -1.1873
H -4.1503 0.9025 -0.3345
H -3.1076 -0.7395 -1.8514
H -2.8095 2.0519 1.3739
H -0.6907 -1.2482 -1.6381
H -0.3659 1.5553 1.5773
H 2.0930 -2.2044 -0.8982
H 1.3798 -2.2744 0.7206
H 3.1135 -1.9777 0.5332
H 3.0592 0.5557 1.7070
```

* E_HOMO (alpha / beta): -8.31 / -8.31 eV
* 2S+1: 1
* lowest unoccupied orbital energy (alpha / beta): 0.14 / 0.14 eV

It is P that is the least stable of them.